# 1
Here is a 7-piece molecular cluster, C16H46O10 overall at a distorted geometry from the Open Molecules 2025 dataset. Energies are from the ωB97M-V functional and the def2-TZVPD basis.

The geometry in ORCA input format:
```
! RIJCOSX wB97M-V def2-TZVPD def2/J DEFGRID3
* xyz 0 1
C -21.895 -24.347 8.146
O -20.819 -23.584 7.644
H -22.632 -24.611 7.383
H -21.516 -25.308 8.531
H -22.355 -23.867 9.004
H -20.289 -24.146 7.072
C -26.009 -20.646 8.951
O -25.142 -19.903 8.124
H -26.042 -21.672 8.588
H -25.663 -20.670 9.991
H -27.026 -20.240 8.941
H -25.074 -18.985 8.463
C -26.153 -18.597 4.966
O -25.435 -17.635 4.190
H -27.184 -18.586 4.635
H -25.693 -19.586 4.858
H -26.061 -18.372 6.035
H -24.604 -17.437 4.643
C -23.703 -22.208 6.130
O -23.750 -20.812 5.841
H -22.654 -22.532 6.103
H -24.114 -22.468 7.104
H -24.177 -22.782 5.329
H -23.977 -20.408 6.696
C -20.353 -19.186 7.374
O -20.375 -18.059 8.212
C -19.087 -17.629 8.586
C -19.234 -16.373 9.416
O -20.157 -15.445 8.920
C -19.853 -15.038 7.601
H -19.834 -18.933 6.438
H -21.380 -19.423 7.108
H -19.894 -20.047 7.859
H -18.482 -17.446 7.683
H -18.606 -18.444 9.144
H -18.239 -15.895 9.459
H -19.469 -16.650 10.444
H -19.922 -15.863 6.895
H -18.861 -14.561 7.564
H -20.551 -14.231 7.376
C -25.023 -16.169 9.335
O -24.565 -17.242 8.551
C -23.320 -16.955 7.898
C -23.408 -15.781 6.951
O -23.410 -16.245 5.608
C -22.955 -15.284 4.695
H -24.192 -15.662 9.832
H -25.685 -16.594 10.096
H -25.644 -15.454 8.788
H -23.177 -17.816 7.243
H -22.526 -16.866 8.636
H -22.627 -15.030 7.111
H -24.340 -15.211 7.089
H -21.891 -15.052 4.829
H -23.511 -14.339 4.798
H -23.133 -15.644 3.684
C -20.910 -21.526 3.723
O -20.937 -20.348 2.992
C -22.267 -19.973 2.685
C -22.235 -18.778 1.795
O -21.500 -19.099 0.643
C -21.367 -17.998 -0.208
H -19.889 -21.883 3.887
H -21.393 -22.364 3.194
H -21.363 -21.404 4.713
H -22.851 -19.785 3.592
H -22.742 -20.784 2.109
H -21.780 -17.922 2.313
H -23.270 -18.543 1.508
H -20.990 -18.354 -1.165
H -20.685 -17.251 0.216
H -22.339 -17.522 -0.413
*
```

- SMILES = COCCOC.COCCOC.COCCOC.CO.CO.CO.CO
- E_LUMO (eV) = 0.69
- energy above the lowest of the compared OMol25 structures with the same formula, charge and spin (kcal/mol) = 61.79
- calculated total energy (eV) = -37807.5785
- HOMO energy (eV) = -9.22


# 2
Here is a 9-piece molecular cluster, C48H115Cl2N3O10PS overall at a distorted geometry from the Open Molecules 2025 dataset. Energies are from the ωB97M-V functional and the def2-TZVPD basis.

The geometry in ORCA input format:
```
! RIJCOSX wB97M-V def2-TZVPD def2/J DEFGRID3
* xyz 1 1
C 5.659 -5.283 1.282
C 6.753 -4.200 1.341
C 6.077 -2.830 1.184
C 6.909 -1.636 1.645
C 6.756 -0.365 0.808
C 5.328 -0.018 0.388
C 4.455 0.486 1.549
C 3.418 -0.508 2.095
C 1.972 -0.088 1.803
C 1.699 0.023 0.302
O 2.396 -0.965 -0.425
C 1.773 -2.226 -0.522
S 2.928 -3.462 0.190
C 0.455 -2.349 0.250
C -0.130 -3.771 0.158
C 0.025 -4.622 -1.104
C -0.294 -6.110 -0.781
C -1.575 -6.652 -1.445
N -1.236 -7.627 -2.484
N -0.541 -1.194 -0.003
C -1.393 -0.903 1.232
C -1.842 -2.010 2.183
C -3.163 -2.735 1.931
N -4.206 -1.772 1.553
P -1.599 -1.302 -1.572
C -2.816 -2.599 -1.341
O -0.596 -2.063 -2.594
C 0.265 0.093 -0.259
C -0.393 1.484 -0.068
Cl -0.301 2.151 1.604
C -1.801 1.830 -0.684
C -1.652 3.159 -1.419
Cl -3.107 2.046 0.531
H 5.941 -6.189 1.816
H 5.436 -5.570 0.254
H 4.729 -4.928 1.729
H 7.367 -4.364 0.453
H 7.355 -4.288 2.238
H 5.745 -2.746 0.147
H 5.168 -2.863 1.791
H 6.720 -1.417 2.697
H 7.963 -1.923 1.600
H 7.169 0.496 1.336
H 7.360 -0.472 -0.097
H 5.397 0.773 -0.362
H 4.873 -0.867 -0.121
H 3.951 1.405 1.242
H 5.117 0.776 2.364
H 3.616 -1.529 1.776
H 3.492 -0.506 3.183
H 1.296 -0.762 2.329
H 1.867 0.882 2.276
H 2.127 0.971 -0.030
H 1.671 -2.476 -1.573
H 3.470 -3.900 -0.950
H 0.721 -2.224 1.300
H 0.376 -4.330 0.944
H -1.172 -3.789 0.462
H 1.034 -4.582 -1.502
H -0.641 -4.325 -1.906
H -0.386 -6.246 0.294
H 0.533 -6.727 -1.124
H -2.196 -5.831 -1.821
H -2.151 -7.171 -0.679
H -0.541 -7.241 -3.109
H -2.049 -7.866 -3.035
H -2.266 -0.336 0.914
H -0.742 -0.282 1.836
H -1.061 -2.733 2.416
H -1.993 -1.473 3.123
H -3.101 -3.543 1.208
H -3.417 -3.213 2.881
H -4.884 -2.224 0.955
H -4.697 -1.470 2.386
H -3.599 -2.237 -0.685
H -3.259 -2.662 -2.340
H -2.476 -3.591 -1.084
H -0.106 -1.419 -3.113
H 0.472 0.076 -1.335
H 0.287 2.157 -0.583
H -2.216 1.094 -1.351
H -2.560 3.370 -1.978
H -0.815 3.113 -2.116
H -1.497 3.965 -0.710
C -5.671 6.718 -2.907
C -4.702 5.642 -3.352
C -5.282 4.248 -3.161
O -3.484 5.770 -2.610
H -5.888 6.596 -1.842
H -5.243 7.709 -3.051
H -6.615 6.671 -3.453
H -4.435 5.783 -4.401
H -5.511 4.079 -2.104
H -4.567 3.485 -3.478
H -6.200 4.120 -3.735
H -3.720 5.661 -1.680
C 11.822 -3.657 4.059
C 10.406 -4.211 4.064
C 10.396 -5.727 4.188
O 9.705 -3.802 2.889
H 12.380 -4.051 3.205
H 11.808 -2.570 3.973
H 12.357 -3.928 4.970
H 9.850 -3.775 4.895
H 10.912 -6.180 3.337
H 9.373 -6.104 4.194
H 10.892 -6.053 5.102
H 10.166 -4.169 2.126
C 8.754 -4.384 -4.272
C 8.485 -4.125 -2.798
C 8.407 -2.641 -2.475
O 9.496 -4.742 -1.999
H 9.712 -3.947 -4.565
H 8.806 -5.455 -4.466
H 7.975 -3.953 -4.902
H 7.549 -4.607 -2.510
H 9.352 -2.143 -2.706
H 8.208 -2.505 -1.410
H 7.612 -2.153 -3.042
H 10.339 -4.340 -2.232
C -4.010 0.536 6.255
C -4.415 0.637 4.794
C -5.552 1.622 4.585
O -4.778 -0.657 4.290
H -4.850 0.185 6.859
H -3.191 -0.173 6.381
H -3.693 1.505 6.642
H -3.555 0.944 4.196
H -6.438 1.303 5.141
H -5.823 1.678 3.530
H -5.276 2.619 4.927
H -5.538 -0.968 4.792
C -1.082 8.290 1.086
C -2.339 7.440 1.180
C -2.018 5.955 1.249
O -3.211 7.706 0.080
H -0.526 8.045 0.177
H -1.338 9.348 1.043
H -0.426 8.125 1.943
H -2.905 7.726 2.068
H -1.497 5.637 0.343
H -2.942 5.376 1.318
H -1.388 5.715 2.107
H -2.753 7.476 -0.737
C -3.125 10.147 -5.763
C -4.642 10.222 -5.684
C -5.159 11.598 -6.074
O -5.090 9.870 -4.374
H -2.674 10.864 -5.072
H -2.776 9.152 -5.483
H -2.769 10.372 -6.769
H -5.077 9.470 -6.344
H -4.766 12.357 -5.392
H -6.246 11.629 -6.014
H -4.858 11.861 -7.088
H -4.727 10.514 -3.757
C -5.098 -9.589 -2.999
C -5.173 -9.344 -1.500
C -5.356 -7.868 -1.177
O -4.011 -9.858 -0.851
H -4.238 -9.064 -3.427
H -4.973 -10.651 -3.206
H -5.998 -9.239 -3.506
H -6.008 -9.908 -1.082
H -4.501 -7.292 -1.547
H -5.411 -7.718 -0.098
H -6.262 -7.466 -1.631
H -3.239 -9.401 -1.203
C -5.598 6.453 2.702
C -5.914 6.896 1.282
C -7.031 7.926 1.248
O -6.254 5.766 0.472
H -6.475 5.987 3.161
H -4.792 5.716 2.703
H -5.297 7.298 3.322
H -5.016 7.315 0.826
H -7.952 7.505 1.662
H -7.237 8.232 0.223
H -6.769 8.812 1.829
H -7.046 5.359 0.836
*
```

- E_LUMO (eV) = -2.39
- calculated total energy (eV) = -121749.0077
- HOMO energy (eV) = -11.37